Formula: C18H16N2O2S2
Source: the Open Molecules 2025 dataset
Level of theory: the ωB97M-V functional and the def2-TZVPD basis

The geometry in XYZ format:
```
40
Properties=species:S:1:pos:R:3:forces:R:3:mulliken_charge:R:1
O -2.400494 0.845934 2.815789 0.266 -1.891 -0.702 -0.7174
O -2.667593 0.676471 0.441976 0.718 -2.024 0.913 -0.6727
N -0.508524 -0.307963 1.651981 -2.388 0.856 0.350 -0.2516
S -4.428681 -2.102025 1.305754 0.467 -1.008 0.828 -0.0929
C -4.301017 -3.673361 2.159713 0.490 1.722 -0.733 -0.4494
C -3.102246 -3.766900 2.783623 0.766 1.010 -0.061 -0.5400
C -2.254698 -2.576606 2.663496 -2.381 -0.849 -1.150 -0.3489
C -2.849345 -1.628442 1.864153 -0.115 -0.525 0.588 0.1652
C -0.042396 0.330227 0.616430 3.739 0.021 -0.294 -0.4348
C -0.673548 -1.115134 -3.395570 -1.063 0.074 0.293 -0.4246
C 3.834573 2.501181 -1.902517 -0.049 1.204 -0.307 -0.2785
C -0.864673 0.238667 -3.097438 0.853 0.315 0.497 -0.7873
C -0.427930 -2.045338 -2.392950 0.828 1.376 0.808 -0.7009
C 3.638725 1.166668 -1.650461 -0.070 0.165 0.193 -0.9526
C 3.071084 3.500067 -1.237732 0.618 -1.015 -0.346 -0.7165
C -0.623986 0.730057 -1.783094 -0.285 -0.739 -1.028 -0.3017
C -0.188872 -1.573570 -1.087989 -0.336 0.369 0.133 -0.1576
C 2.705854 0.816739 -0.675193 1.118 -1.260 -0.767 0.4420
C 2.104854 3.119987 -0.313427 -0.305 -0.267 -0.043 -0.2444
C -0.321391 -0.187280 -0.761010 0.374 0.484 -1.442 0.6488
C 1.911542 1.747854 -0.071023 0.483 0.189 -0.176 -0.4076
N 1.002686 1.245163 0.881286 -2.441 -1.423 0.258 0.5698
C 1.248716 1.537972 2.299584 0.279 0.595 0.782 -0.9529
S -2.159892 -0.010408 1.647322 -0.613 2.664 0.661 1.3330
H -5.089013 -4.409908 2.121870 -0.002 0.144 -0.151 0.4157
H -2.781506 -4.654590 3.299314 0.014 -0.103 0.226 0.3646
H -1.316544 -2.464464 3.123562 0.996 0.156 0.425 0.5459
H -0.867533 -1.481806 -4.397553 0.157 0.177 -0.050 0.3809
H 4.600149 2.813046 -2.630629 -0.489 -0.119 0.385 0.3522
H -1.089539 0.900809 -3.944700 0.023 -0.084 0.659 0.3631
H -0.284959 -3.083606 -2.635674 -0.073 -0.216 0.076 0.4201
H 4.220000 0.421346 -2.188289 -0.094 0.043 0.285 0.3785
H 3.316599 4.520783 -1.505771 -0.373 0.087 0.343 0.3829
H -0.691156 1.805525 -1.555937 -0.082 -0.671 -0.149 0.4351
H 0.124240 -2.317572 -0.350827 -0.248 0.495 0.099 0.3877
H 2.705427 -0.229737 -0.359737 -0.526 0.310 -0.112 0.3823
H 1.473668 3.815084 0.241525 0.249 0.054 -0.295 0.4723
H 1.461032 0.630201 2.908352 -0.342 0.502 -0.617 0.2680
H 0.374607 2.071252 2.722574 0.469 -0.462 -0.071 0.3267
H 2.141782 2.193675 2.389215 -0.630 -0.360 -0.309 0.3973
```
Forces are in eV/Å.

Summary:
Electronic energy = -1751.796363 a.u.
Energy relative to the best compared isomer or geometry (same formula, charge and spin) = 0.000 eV
Kohn-Sham gap = 8.94 eV
Multiplicity = 1

---

Formula: C2H3ClO
Source: the Open Molecules 2025 dataset
Level of theory: the ωB97M-V functional and the def2-TZVPD basis

The geometry in XYZ format:
```
7
Properties=species:S:1:pos:R:3:forces:R:3:mulliken_charge:R:1
C 0.163833 -0.121753 -0.666509 3.596 4.968 2.906 -0.3530
C -0.078278 0.062507 0.975585 2.141 -1.244 3.320 0.1281
H -0.212762 -1.045243 -0.763795 -1.131 -3.438 -1.111 0.3201
H 1.302971 0.040592 -0.824147 -2.098 -0.851 0.144 0.2812
H -1.423183 0.087405 1.148094 4.132 0.166 0.212 0.2277
O 0.883526 -0.091164 1.919627 -6.773 1.231 -6.600 -0.4458
Cl -0.636107 1.067657 -1.788855 0.134 -0.833 1.129 -0.1582
```
Forces are in eV/Å.

Summary:
Electronic energy = -613.333959 a.u.
Energy relative to the best compared isomer or geometry (same formula, charge and spin) = 2.812 eV
Kohn-Sham gap = 10.11 eV
Multiplicity = 1

---

Formula: C2H2BO3
Source: the Open Molecules 2025 dataset
Level of theory: the ωB97M-V functional and the def2-TZVPD basis

The geometry in XYZ format:
```
8
Properties=species:S:1:pos:R:3:forces:R:3:mulliken_charge:R:1
B -0.106831 0.184982 0.974401 -1.286 -2.516 2.206 0.1771
C 0.651084 -0.588226 -0.194153 2.345 -7.605 -3.489 0.2050
C -0.182143 0.386531 -1.074888 -0.080 -0.176 -2.290 0.6359
O -0.981874 0.777274 -0.096072 -0.065 0.241 -0.786 -0.4738
O 1.174131 -1.876875 -0.650746 -3.005 8.320 2.932 -0.6019
O -0.221152 0.726252 -2.246756 0.202 -0.346 1.271 -0.6437
H -0.774948 -0.631996 1.766404 0.818 0.997 -0.860 -0.1326
H 0.441734 1.022059 1.521809 1.070 1.085 1.016 -0.1659
```
Forces are in eV/Å.

Summary:
Net charge = -1
Electronic energy = -327.985758 a.u.
Energy relative to the best compared isomer or geometry (same formula, charge and spin) = 1.479 eV
Kohn-Sham gap = 8.67 eV
Multiplicity = 1

---

Formula: C8H16IN2
Source: the Open Molecules 2025 dataset
Level of theory: the ωB97M-V functional and the def2-TZVPD basis

The geometry in XYZ format:
```
27
Properties=species:S:1:pos:R:3:forces:R:3:mulliken_charge:R:1
C 1.569899 -2.710892 1.111669 0.520 -2.659 0.645 -0.8100
C 1.934542 -1.677990 0.389635 1.687 -1.438 -1.853 -0.0774
C -2.134695 0.555988 1.128750 0.368 -1.952 -0.378 -0.7348
C -0.719994 -0.268134 0.901584 -2.201 0.937 1.680 -1.4422
C -2.747875 1.176011 -0.100902 -0.139 0.779 1.044 -0.6539
C 0.461014 0.371750 0.142035 0.044 1.016 2.069 0.5728
C 1.856952 -0.226320 0.713637 -0.998 0.129 0.281 -0.5212
C 0.341941 0.179884 -1.309688 1.577 -1.836 1.473 -0.4775
N 0.997191 0.883836 -2.150484 -1.237 -0.225 -3.433 -0.1712
N -1.726834 1.931311 -0.813279 0.460 2.329 0.516 -0.5245
I 3.589513 0.819298 -0.036851 -0.276 -0.109 0.088 0.1182
H 1.933451 -3.766893 0.822877 -1.010 1.821 0.097 0.2261
H 1.056918 -2.719518 2.057740 -0.027 0.439 0.363 0.2972
H 2.429265 -2.104196 -0.562136 -0.476 1.718 1.186 0.2366
H -3.052807 -0.042986 1.536983 2.311 0.437 -0.105 0.3128
H -1.925977 1.360241 1.785099 0.145 0.723 0.989 0.3644
H -0.411397 -0.675844 1.873152 0.253 0.813 0.091 0.4867
H -1.121103 -1.158593 0.537993 0.005 -1.735 -1.767 0.5326
H -3.303451 0.478475 -0.717390 0.336 -0.175 -0.397 0.4015
H -3.505688 1.803190 0.395258 -0.157 0.222 -0.818 0.3036
H 0.521635 1.423046 0.439962 -0.133 -0.017 -0.411 0.4542
H 1.914175 -0.008950 1.837799 -0.460 -0.430 -1.714 0.5577
H 0.083054 -0.882035 -1.489580 -0.482 0.886 -0.962 0.4140
H 0.955620 0.641081 -3.231382 0.404 0.777 3.063 0.3359
H 1.285137 1.813086 -1.852337 0.275 -0.113 -0.321 0.3096
H -1.889070 1.986193 -1.795048 -0.476 0.223 -0.668 0.2358
H -1.638168 2.960825 -0.463440 -0.311 -2.560 -0.758 0.2530
```
Forces are in eV/Å.

Summary:
Structure (SMILES) = C=C[C@@H](I)[C@@H](C=[NH2+])CCCN
Net charge = +1
Electronic energy = -721.284618 a.u.
Energy relative to the best compared isomer or geometry (same formula, charge and spin) = 1.825 eV
Kohn-Sham gap = 8.39 eV
Multiplicity = 1